1.
70
Properties=species:S:1:pos:R:3 method="wB97M-V/def2-TZVPD" total_energy_ev=-40023.3968 e_homo_ev="-9.73 / -9.66" lumo_energy_ev="-3.498 / -7.542" orbital_gap_ev="6.23 / 2.11" total_charge=+1 de_lowest_kj_mol=11.3 multiplicity=2
N 0.140 -1.077 0.126
C -0.827 -2.002 -0.052
C -1.951 -1.543 0.551
C -1.785 -0.245 1.009
C -0.477 0.011 0.737
H 1.085 -1.228 -0.194
H -0.562 -2.974 -0.441
H -2.883 -2.087 0.610
H -2.562 0.344 1.473
H 0.091 0.917 0.887
N -2.523 3.044 2.909
C -1.478 3.571 3.556
C -0.481 3.778 2.650
C -0.938 3.473 1.396
C -2.212 2.954 1.563
H -3.373 2.849 3.418
H -1.542 3.776 4.614
H 0.493 4.224 2.791
H -0.403 3.569 0.463
H -2.981 2.636 0.875
N -2.038 1.323 -1.965
C -1.514 2.262 -2.806
C -2.592 3.112 -3.220
C -3.723 2.613 -2.640
C -3.436 1.467 -1.985
H -1.522 0.570 -1.533
H -0.445 2.279 -2.956
H -2.475 3.984 -3.846
H -4.691 3.090 -2.674
H -4.039 0.717 -1.496
N 2.690 -1.367 1.929
C 3.377 -1.613 0.809
C 3.516 -2.940 0.693
C 2.615 -3.504 1.649
C 2.155 -2.520 2.485
H 2.556 -0.430 2.284
H 3.754 -0.782 0.231
H 3.946 -3.510 -0.117
H 2.461 -4.573 1.648
H 1.617 -2.540 3.421
N -4.039 -4.903 -3.148
C -5.142 -5.581 -2.646
C -5.427 -5.131 -1.370
C -4.423 -4.275 -1.055
C -3.560 -4.137 -2.177
H -3.804 -4.837 -4.128
H -5.651 -6.262 -3.312
H -6.182 -5.541 -0.716
H -4.301 -3.738 -0.126
H -2.690 -3.524 -2.360
N 4.650 1.673 -2.733
C 3.801 1.653 -1.618
C 2.834 0.724 -1.804
C 2.912 0.279 -3.150
C 4.101 0.850 -3.710
H 5.449 2.273 -2.880
H 4.034 2.299 -0.785
H 2.070 0.487 -1.078
H 2.242 -0.352 -3.715
H 4.537 0.764 -4.694
N 2.792 1.166 3.867
C 2.020 1.570 2.758
C 2.815 2.044 1.789
C 4.115 1.857 2.229
C 4.091 1.277 3.506
H 2.355 0.823 4.711
H 0.941 1.516 2.787
H 2.539 2.520 0.860
H 5.033 1.977 1.671
H 4.851 0.900 4.174

***

2.
12
Properties=species:S:1:pos:R:3 method="wB97M-V/def2-TZVPD" total_energy_ev=-31104.4606 e_homo_ev="-7.91 / -7.91" lumo_energy_ev="0.458 / 0.458" orbital_gap_ev="8.37 / 8.37" total_charge=0 de_lowest_kj_mol=313.4
C 0.465 1.240 -0.421
C -0.133 -1.738 -0.245
C 1.169 0.455 0.703
C -1.800 0.415 -0.442
N -0.797 1.169 -0.477
O 0.466 -1.637 -1.298
S 0.249 -0.939 1.301
Cl -3.275 0.348 0.324
H 1.140 1.735 -1.103
H -0.991 -2.501 -0.285
H 2.206 0.253 0.486
H 1.299 1.198 1.457

***

3.
41
Properties=species:S:1:pos:R:3 method="wB97M-V/def2-TZVPD" total_energy_ev=-20841.5890 e_homo_ev=-8.78 lumo_energy_ev=0.828 orbital_gap_ev=9.61 total_charge=0 smiles="CN1CCN(NC(=O)NC2CCCCC2)CC1"
C 5.353 0.506 -0.858
N 4.033 0.201 -0.357
C 3.834 0.721 0.986
H 3.839 1.812 0.922
H 4.654 0.417 1.663
C 2.487 0.220 1.546
N 1.599 -0.255 0.499
N 1.237 0.790 -0.363
C -0.052 0.925 -0.822
O -0.322 1.699 -1.719
N -0.954 0.143 -0.178
H -0.613 -0.392 0.606
C -2.380 0.273 -0.366
C -3.043 0.925 0.850
C -4.546 1.063 0.629
C -5.173 -0.300 0.353
C -4.514 -0.952 -0.859
C -3.011 -1.093 -0.640
H -2.542 -1.540 -1.518
H -2.825 -1.750 0.214
H -4.692 -0.335 -1.743
H -4.955 -1.934 -1.041
H -6.245 -0.188 0.177
H -5.043 -0.944 1.226
H -4.725 1.722 -0.223
H -5.010 1.516 1.507
H -2.596 1.906 1.022
H -2.857 0.307 1.733
H -2.504 0.921 -1.241
H 1.965 1.194 -0.944
C 2.201 -1.389 -0.200
H 1.999 -2.288 0.390
C 3.719 -1.215 -0.403
H 4.012 -1.607 -1.379
H 4.280 -1.775 0.367
H 1.690 -1.487 -1.159
H 2.642 -0.620 2.228
H 1.978 1.017 2.088
H 6.152 0.030 -0.269
H 5.499 1.585 -0.832
H 5.430 0.168 -1.891

***

4.
117
Properties=species:S:1:pos:R:3 method="wB97M-V/def2-TZVPD" total_energy_ev=-310528.3135 e_homo_ev=-2.60 lumo_energy_ev=3.396 orbital_gap_ev=5.99 total_charge=-2
Cs 0.498 -0.629 0.547
C -1.134 5.387 1.946
C -1.529 4.099 1.267
N -0.907 3.596 0.265
N 0.057 4.384 -0.290
C 1.181 3.814 -0.664
O 1.610 2.662 -0.421
C 2.095 4.788 -1.394
C 3.454 4.515 -1.485
C 4.317 5.374 -2.155
C 3.827 6.525 -2.754
C 2.467 6.808 -2.670
C 1.612 5.952 -1.994
C -2.710 3.378 1.813
C -3.125 3.606 3.131
C -4.224 2.933 3.632
C -4.899 2.046 2.811
C -4.422 1.884 1.519
N -3.376 2.529 1.023
H -0.424 5.914 1.315
H -0.651 5.185 2.908
H -2.005 6.019 2.139
H 3.838 3.619 -1.009
H 5.373 5.138 -2.210
H 4.495 7.194 -3.285
H 2.071 7.703 -3.137
H 0.554 6.161 -1.918
H -2.570 4.286 3.763
H -4.538 3.089 4.657
H -5.752 1.478 3.158
H -4.912 1.187 0.843
N 4.075 -1.692 0.811
N 3.912 -0.362 0.376
C 4.687 0.215 -0.573
N 4.186 1.345 -1.094
S 6.217 -0.371 -0.970
H 5.080 -1.834 0.870
H 3.751 -2.291 0.050
H 2.949 -0.070 0.394
H 4.703 1.754 -1.851
H 3.242 1.692 -0.905
Br 0.357 -3.042 5.499
C 1.404 -1.473 5.265
C 2.272 -1.089 6.289
C 3.067 0.016 6.154
Br 4.221 0.492 7.601
C 3.049 0.781 4.958
C 3.885 1.892 4.707
C 3.800 2.550 3.514
C 2.859 2.117 2.562
N 2.061 1.097 2.769
C 2.150 0.407 3.930
C 1.256 -0.764 4.051
O 0.440 -1.036 3.143
H 2.312 -1.680 7.195
H 4.594 2.201 5.464
H 4.441 3.392 3.288
H 2.742 2.625 1.608
O -1.740 -0.419 6.873
C -1.909 -0.159 5.549
C -1.201 0.838 4.894
C -1.394 0.994 3.536
N -2.273 0.273 2.830
C -2.933 -0.638 3.491
Br -4.175 -1.688 2.463
C -2.820 -0.925 4.839
H -0.878 -0.076 7.140
H -0.464 1.437 5.416
H -0.818 1.721 2.973
H -3.368 -1.727 5.309
C -0.376 -6.331 -5.730
C 0.181 -5.090 -5.082
C 0.288 -3.901 -5.795
C 0.794 -2.753 -5.200
C 1.181 -2.775 -3.867
C 1.085 -3.955 -3.142
C 0.600 -5.102 -3.754
S 1.774 -1.295 -3.048
O 2.215 -0.418 -4.113
O 2.771 -1.777 -2.115
N 0.566 -0.783 -2.204
C -0.481 -0.040 -2.671
C -0.754 0.271 -4.021
C -1.888 0.990 -4.326
C -2.736 1.420 -3.311
C -2.386 1.099 -2.011
N -1.309 0.384 -1.692
H 0.171 -6.585 -6.640
H -1.424 -6.194 -6.007
H -0.319 -7.185 -5.054
H -0.019 -3.871 -6.836
H 0.910 -1.839 -5.766
H 1.397 -3.964 -2.104
H 0.547 -6.028 -3.191
H -0.058 -0.021 -4.792
H -2.103 1.231 -5.362
H -3.618 2.014 -3.511
H -2.965 1.464 -1.172
O -0.046 -3.296 0.044
C -1.107 -3.512 -0.531
C -1.521 -4.960 -0.761
C -3.013 -5.243 -0.895
C -3.528 -4.992 -2.311
C -3.004 -3.675 -2.883
C -3.045 -2.541 -1.867
N -1.916 -2.509 -0.942
H -1.090 -5.492 0.087
H -0.986 -5.307 -1.649
H -3.561 -4.619 -0.183
H -3.215 -6.278 -0.608
H -4.623 -4.975 -2.300
H -3.234 -5.818 -2.968
H -3.600 -3.389 -3.752
H -1.975 -3.782 -3.240
H -3.994 -2.561 -1.316
H -3.011 -1.588 -2.396
H -1.586 -1.561 -0.783